Record 1
Density functional theory data (wB97M-V/def2-TZVPD) for a molecular structure, C3H6I2NO at a distorted geometry.

Geometry as ORCA input:
```
! RIJCOSX wB97M-V def2-TZVPD def2/J DEFGRID3
* xyz 1 3
C 0.25 2.78 2.59
C -0.09 -0.61 -0.61
C 0.32 1.78 0.03
N -0.24 0.47 0.39
O 0.53 2.02 3.42
I -0.41 4.68 2.33
I -0.95 3.11 -0.93
H -0.46 -1.56 -0.20
H -0.65 -0.37 -1.51
H 0.96 -0.73 -0.86
H 1.32 1.71 -0.37
H 0.22 0.16 1.26
H -1.24 0.59 0.60
*
```

Calculated values
⟨S²⟩ ... 2.02
Kohn-Sham gap (alpha / beta) ... 7.22 / 7.14 eV
ΔE to the lowest compared entry with this formula, charge and spin ... 0.0 kcal/mol
Maximum force ... 0.05067 hartree/bohr
E ... -842.8865 a.u.

These are the natural (NBO) partial charges, in e, on atoms 1 to 2: 0.257 -0.425

---

Record 2
Density functional theory data (wB97M-V/def2-TZVPD) for a gas-phase ion, C7H10NOS2 (charge +1) at a distorted geometry.

Geometry as ORCA input:
```
! RIJCOSX wB97M-V def2-TZVPD def2/J DEFGRID3
* xyz 1 1
C -3.76 0.48 -1.05
C -2.70 -0.01 0.00
O -2.98 -0.65 0.98
C -1.29 -0.04 -0.48
C -0.35 -0.33 0.36
C 1.11 -0.49 -0.04
S 1.70 -1.89 -1.02
N 1.97 -0.51 1.16
C 3.08 0.43 1.12
C 3.07 1.36 0.20
S 1.67 1.24 -0.88
H -4.47 -0.46 -1.23
H -3.19 0.91 -1.86
H -4.49 1.16 -0.68
H -1.11 0.41 -1.44
H -0.59 -0.79 1.30
H 0.98 -1.67 -2.01
H 2.47 -1.39 1.46
H 1.31 -0.22 1.94
H 3.78 0.35 2.00
H 3.79 2.10 0.16
*
```

Calculated values
Kohn-Sham gap ... 8.88 eV
ΔE to the lowest compared entry with this formula, charge and spin ... 17.5 kcal/mol
Maximum force ... 0.06058 hartree/bohr
SMILES string ... CC(=O)/C=C/[C@]1(S)[NH2+]C=CS1
E ... -1198.7356 a.u.

These are the natural (NBO) partial charges, in e, on atoms 1 to 2: -0.716 0.545

---

Record 3
Density functional theory data (wB97M-V/def2-TZVPD) for a molecular structure, C30H32ClMnN3SSi2 at a distorted geometry.

Geometry as ORCA input:
```
! RIJCOSX wB97M-V def2-TZVPD def2/J DEFGRID3
* xyz 0 6
C 0.61 -5.07 0.59
C 1.17 -3.93 -0.12
C 1.45 -2.92 0.87
H 1.41 -3.84 -1.17
C 0.96 -3.38 2.14
C 0.49 -4.73 1.98
H 0.19 -5.37 2.80
H 0.46 -6.07 0.18
H 2.01 -2.01 0.71
H 1.03 -2.85 3.08
Mn -0.67 -3.39 0.74
Si 1.56 1.71 0.60
C 1.29 2.75 -0.99
C 0.29 3.74 -1.07
H -0.42 3.86 -0.24
C 0.16 4.56 -2.19
H -0.65 5.30 -2.24
C 1.05 4.42 -3.26
H 0.95 5.06 -4.14
C 2.07 3.46 -3.19
H 2.76 3.32 -4.03
C 2.19 2.63 -2.06
H 2.98 1.88 -2.02
C 1.36 3.11 1.82
C 2.26 4.19 1.73
H 3.09 4.14 1.02
C 2.06 5.34 2.49
H 2.74 6.18 2.38
C 0.99 5.43 3.38
H 0.83 6.34 3.98
C 0.13 4.34 3.51
H -0.70 4.39 4.21
C 0.31 3.19 2.73
H -0.39 2.36 2.83
H 2.95 1.23 0.66
Si -1.74 1.20 -0.95
C -0.99 0.65 0.67
C 0.45 0.24 0.85
H 0.82 -0.44 0.05
C 0.90 -0.19 2.18
H 1.97 -0.42 2.31
C 0.00 -0.30 3.22
H 0.35 -0.63 4.21
C -1.35 -0.01 3.01
H -2.06 -0.16 3.82
C -1.82 0.45 1.77
H -2.90 0.63 1.65
C -0.68 0.64 -2.41
C 0.29 -0.38 -2.37
H 0.38 -1.04 -1.50
C 1.15 -0.61 -3.44
H 1.92 -1.38 -3.35
C 1.01 0.14 -4.61
H 1.68 -0.03 -5.45
C 0.01 1.12 -4.69
H -0.08 1.73 -5.60
C -0.84 1.36 -3.61
H -1.60 2.14 -3.67
H -3.14 1.20 -1.06
Cl -1.82 -1.88 -0.68
N -1.71 -4.79 -0.85
N -2.89 -5.40 -0.36
C -3.28 -5.21 0.91
N -4.39 -5.88 1.26
S -2.47 -4.14 1.97
H -1.96 -4.06 -1.54
H -1.15 -5.49 -1.34
H -3.37 -6.10 -0.93
H -4.77 -5.80 2.21
H -4.88 -6.50 0.63
*
```

Calculated values
⟨S²⟩ ... 8.83
Kohn-Sham gap (alpha / beta) ... 4.96 / 6.98 eV
ΔE to the lowest compared entry with this formula, charge and spin ... 80.3 kcal/mol
Maximum force ... 0.04504 hartree/bohr
E ... -3914.8723 a.u.

These are the natural (NBO) partial charges, in e, on atoms 1 to 2: -0.372 -0.339

---

Record 4
Density functional theory data (wB97M-V/def2-TZVPD) for a single C4H5NO molecule.

Geometry as ORCA input:
```
! RIJCOSX wB97M-V def2-TZVPD def2/J DEFGRID3
* xyz 0 1
O -0.22 -1.65 -0.74
C -0.07 -0.48 -0.09
C -1.10 0.48 -0.57
N -0.97 1.74 -0.68
C 1.40 0.83 0.76
C 0.83 -0.38 0.97
H 0.36 -2.31 -0.34
H -2.01 -0.06 -0.83
H -1.88 2.13 -0.97
H 2.47 0.89 0.99
H 1.16 -1.28 1.51
*
```

Calculated values
Kohn-Sham gap (alpha / beta) ... 7.87 / 7.87 eV
ΔE to the lowest compared entry with this formula, charge and spin ... 112.3 kcal/mol
Maximum force ... 0.00868 hartree/bohr
E ... -285.2355 a.u.

These are the natural (NBO) partial charges, in e, on atoms 1 to 2: -0.645 0.387

---

Record 5
Density functional theory data (wB97M-V/def2-TZVPD) for a molecular structure, C32H46Cl2OP4Tc at a distorted geometry.

Geometry as ORCA input:
```
! RIJCOSX wB97M-V def2-TZVPD def2/J DEFGRID3
* xyz 2 4
P -0.41 -2.66 -1.09
C 0.43 -4.29 -1.38
C 0.16 -5.46 -0.65
H -0.53 -5.45 0.20
C 0.76 -6.67 -1.01
H 0.53 -7.58 -0.44
C 1.65 -6.72 -2.09
H 2.13 -7.66 -2.35
C 1.94 -5.55 -2.81
H 2.63 -5.58 -3.64
C 1.34 -4.35 -2.45
H 1.57 -3.44 -3.01
C -1.31 -3.08 0.46
C -0.59 -2.94 1.67
H 0.43 -2.54 1.64
C -1.15 -3.34 2.88
H -0.58 -3.22 3.80
C -2.44 -3.87 2.91
H -2.89 -4.16 3.86
C -3.17 -4.01 1.72
H -4.18 -4.42 1.74
C -2.61 -3.61 0.50
H -3.19 -3.74 -0.41
C -1.80 -2.88 -2.30
C -2.11 -4.09 -2.94
H -1.47 -4.97 -2.82
C -3.25 -4.19 -3.75
H -3.47 -5.14 -4.24
C -4.08 -3.09 -3.93
H -4.96 -3.16 -4.56
C -3.77 -1.87 -3.31
H -4.41 -1.00 -3.45
C -2.62 -1.75 -2.52
H -2.36 -0.79 -2.08
Tc 2.02 2.13 -0.14
C 0.63 3.11 1.09
C -0.47 2.45 1.54
H 0.78 4.17 1.35
C -0.68 1.04 1.05
O -1.82 1.01 0.15
H -1.92 0.13 -0.24
C 0.54 0.70 0.28
H -0.86 0.33 1.87
C 1.18 0.13 -0.66
Cl 3.70 1.29 -1.58
P 1.30 3.59 -1.91
P 3.52 1.78 1.66
C 2.56 4.35 -2.97
H 3.23 3.57 -3.35
H 3.15 5.06 -2.37
H 2.07 4.87 -3.80
C 0.32 2.54 -3.03
H -0.55 2.15 -2.49
H 0.95 1.72 -3.37
H -0.01 3.16 -3.88
C 0.18 4.98 -1.56
H 0.70 5.73 -0.95
H -0.71 4.62 -1.02
H -0.13 5.43 -2.52
C 5.15 2.57 1.72
H 5.03 3.64 1.89
H 5.66 2.43 0.76
H 5.75 2.13 2.53
C 2.86 2.13 3.31
H 1.87 1.67 3.42
H 2.76 3.22 3.43
H 3.55 1.73 4.06
C 3.92 0.00 1.71
H 4.42 -0.27 0.78
H 3.00 -0.58 1.81
H 4.58 -0.17 2.58
P -1.80 3.26 2.47
C -1.25 4.76 3.23
C -2.26 2.04 3.69
H -0.97 5.50 2.46
H -0.38 4.57 3.88
H -2.07 5.16 3.83
H -2.46 1.08 3.20
H -3.14 2.38 4.23
H -1.42 1.91 4.39
C -3.10 3.55 1.29
H -2.84 4.40 0.65
H -4.04 3.77 1.82
H -3.22 2.66 0.67
H 1.39 -0.74 -1.27
Cl 3.14 4.42 0.18
*
```

Calculated values
⟨S²⟩ ... 3.79
Kohn-Sham gap (alpha / beta) ... 7.00 / 4.04 eV
Maximum force ... 0.08165 hartree/bohr
E ... -3688.2570 a.u.

These are the Löwdin partial charges, in e, on atoms 1 to 2: 1.112 -0.386

---

Record 6
Density functional theory data (wB97M-V/def2-TZVPD) for a molecular structure, C3H4BaO3 at a distorted geometry.

Geometry as ORCA input:
```
! RIJCOSX wB97M-V def2-TZVPD def2/J DEFGRID3
* xyz 0 1
C 0.61 -1.36 0.01
O -1.59 -0.33 -0.21
C -1.90 1.16 -0.22
C -0.59 -0.85 0.44
O -0.94 1.87 -0.01
O -3.11 1.32 -0.33
H 1.21 -1.85 0.79
H 0.53 -1.70 -1.06
H -0.69 -0.72 1.52
H 3.97 1.94 -0.53
Ba 2.50 0.51 -0.40
*
```

Calculated values
Kohn-Sham gap ... 6.81 eV
ΔE to the lowest compared entry with this formula, charge and spin ... 73.5 kcal/mol
Maximum force ... 0.06494 hartree/bohr
E ... -367.8013 a.u.

These are the Löwdin partial charges, in e, on atoms 1 to 2: -0.326 -0.010